No. 1
C4H5BrO2 | wB97M-V/def2-TZVPD

Values from the calculation:
Kohn-Sham gap (alpha / beta) = 0.2859 / 0.2859 hartree
charge = 0
energy relative to the best compared isomer or geometry (same formula, charge and spin) = 62.7 kcal/mol

Cartesian coordinates (Å):
1 C -1.45 -2.48 -0.75
2 C -0.62 -0.39 0.46
3 C 1.19 1.46 0.29
4 C 0.17 0.53 -0.31
5 O -2.39 -1.81 -0.81
6 O -0.49 -3.10 -0.64
7 Br -0.59 -0.55 2.30
8 H 2.14 1.27 -0.01
9 H 1.02 1.47 1.44
10 H 1.02 2.44 -0.12
11 H 0.61 0.07 -1.09
12 H -0.62 1.10 -0.76

No. 2
C4H5CaFO4S | wB97M-V/def2-TZVPD

Values from the calculation:
Kohn-Sham gap = 0.2059 hartree
charge = +2

Cartesian coordinates (Å):
1 C -1.73 -1.51 0.37
2 C -2.13 -0.16 0.16
3 O -2.14 0.83 1.20
4 S -0.64 1.60 1.37
5 O -0.49 2.01 2.81
6 O 0.60 0.44 1.04
7 C 1.53 0.94 0.07
8 C 1.43 0.14 -1.34
9 O 2.07 -0.95 -1.59
10 F 0.66 0.63 -2.40
11 H -1.22 -1.83 1.35
12 H -1.86 -2.28 -0.45
13 H -2.50 0.08 -0.90
14 H 1.30 2.04 -0.10
15 H 2.58 0.75 0.50
16 Ca 2.52 -2.73 -2.09

No. 3
C4H5Cl2F | wB97M-V/def2-TZVPD

Values from the calculation:
Kohn-Sham gap = 0.3674 hartree
SMILES string = C/C=C(/Cl)[C@@H](F)Cl
charge = 0
energy relative to the best compared isomer or geometry (same formula, charge and spin) = 11.4 kcal/mol

Cartesian coordinates (Å):
1 C 2.75 -0.94 -0.09
2 C 1.87 0.25 -0.42
3 C 0.56 0.39 -0.08
4 Cl -0.38 1.92 -0.02
5 C -0.22 -0.76 0.36
6 F -0.70 -0.55 1.60
7 Cl -1.68 -0.99 -0.70
8 H 2.73 -1.15 0.97
9 H 2.38 -1.89 -0.57
10 H 3.79 -0.79 -0.52
11 H 2.28 0.98 -1.09
12 H 0.35 -1.71 0.35

No. 4
C4H5Cl2FS | wB97M-V/def2-TZVPD

Values from the calculation:
Kohn-Sham gap = 0.3098 hartree
SMILES string = C[C@H](Cl)C(=S)[C@H](F)Cl
charge = 0
energy relative to the best compared isomer or geometry (same formula, charge and spin) = 9.0 kcal/mol

Cartesian coordinates (Å):
1 C -0.25 1.33 -1.56
2 C 0.02 -0.10 -1.06
3 Cl -0.88 -1.21 -2.03
4 C -0.38 -0.19 0.41
5 S -1.68 -1.01 0.87
6 C 0.54 0.56 1.36
7 F 0.25 1.88 1.28
8 Cl 2.31 0.31 1.06
9 H -1.06 1.87 -1.06
10 H -0.39 1.27 -2.62
11 H 0.67 2.00 -1.44
12 H 1.07 -0.35 -1.08
13 H 0.32 0.18 2.33

No. 5
C4H5Cl2NO | wB97M-V/def2-TZVPD

Values from the calculation:
Kohn-Sham gap (alpha / beta) = 0.3067 / 0.3067 hartree
charge = 0
energy relative to the best compared isomer or geometry (same formula, charge and spin) = 81.2 kcal/mol

Cartesian coordinates (Å):
1 C 2.88 -0.60 0.08
2 C 1.93 0.28 0.09
3 C -0.38 -0.68 -0.01
4 C -2.57 0.25 0.06
5 N -1.07 0.38 -0.13
6 O -0.36 -1.86 -0.06
7 Cl 4.53 -0.12 0.02
8 Cl 1.94 1.95 -0.08
9 H 2.80 -1.70 -0.06
10 H -2.94 0.76 0.97
11 H -3.04 0.66 -0.75
12 H -2.90 -0.73 0.11
13 H -0.80 1.42 -0.24

No. 6
C4H5Cl2O2S | wB97M-V/def2-TZVPD

Values from the calculation:
Kohn-Sham gap = 0.2752 hartree
charge = -1
energy relative to the best compared isomer or geometry (same formula, charge and spin) = 36.5 kcal/mol

Cartesian coordinates (Å):
1 C 0.93 -0.79 -1.42
2 C 0.93 0.24 0.39
3 C 1.55 -0.98 -0.06
4 C -0.46 0.39 0.83
5 O 2.19 1.96 -1.00
6 O 1.14 2.70 1.08
7 S 2.06 1.75 0.46
8 Cl 1.02 -2.64 0.76
9 Cl 3.28 -1.11 -0.22
10 H -0.25 -0.90 -1.49
11 H 1.36 -0.21 -2.14
12 H -0.52 1.53 0.54
13 H -0.46 0.41 1.91
14 H -1.26 -0.13 0.48